[1]
Below is a cluster of 5 separate species, C6H19NO5 in total, with properties calculated with the ωB97M-V functional and the def2-TZVPD basis.

The geometry in XYZ format:
```
31
Properties=species:S:1:pos:R:3:forces:R:3
O -1.524 -1.366 2.270 -0.7569 -0.8037 1.1984
C -1.787 -0.336 1.685 1.3326 -0.4022 -0.4322
N -0.935 0.060 0.721 2.9874 2.2773 -2.8520
C -1.244 1.072 -0.295 -3.2469 1.3973 0.2516
C -0.886 0.548 -1.672 -1.2853 1.8051 -1.2391
C 0.567 0.966 -1.866 -1.2236 -1.5399 1.9898
C 0.988 1.337 -3.029 2.2225 1.7147 -1.3303
C -2.974 0.532 1.949 -1.5845 -1.5050 3.1451
H 0.087 -0.271 0.463 -3.2742 -0.2216 1.8165
H -0.828 2.112 -0.291 0.7664 -0.8948 0.9830
H -2.347 1.440 -0.149 1.7981 -1.4702 -0.9401
H -1.562 1.121 -2.415 1.2102 -0.8021 0.8888
H -1.144 -0.493 -1.838 0.3546 -0.2610 0.2986
H 1.112 0.935 -0.886 0.1870 0.2530 -1.3889
H 1.910 1.825 -3.338 0.6119 -0.4442 0.9475
H 0.410 1.414 -3.896 -1.6875 -0.4578 -0.9262
H -3.063 0.761 3.079 0.6643 -0.1954 -1.7482
H -3.034 1.407 1.386 -0.0885 1.3101 -0.4608
H -3.918 -0.045 1.828 0.6639 0.1393 -0.3593
H 4.409 2.291 -0.447 0.4762 0.3803 0.2072
H 3.269 2.072 -1.374 -1.5604 1.2666 -2.1591
O 3.752 1.661 -0.715 1.0331 -1.6451 1.9869
H 0.461 -3.144 -1.347 2.6138 0.6709 0.2941
H 1.058 -3.165 -0.065 0.0739 -0.3023 1.9192
O 1.382 -2.940 -0.924 -2.7301 -0.2438 -2.3535
H 1.812 -0.695 1.443 0.6282 -1.0622 -2.9411
H 1.836 0.656 2.185 0.3533 1.7006 -0.6352
O 1.738 -0.265 2.240 -0.6599 -0.7426 3.5568
H 0.889 -3.206 2.068 0.5033 0.4062 0.9113
H -0.600 -2.846 1.725 1.0115 -0.1910 0.1097
O 0.169 -3.437 1.504 -1.3943 -0.1365 -0.7385
```
Positions in Å, forces in eV/Å.

Computed properties:
- LUMO energy: 0.01914 hartree
- Orbital gap: 10.28 eV
- ΔE to the lowest compared entry with this formula, charge and spin: 267.5 kJ/mol

---

[2]
Below is a cluster of 2 separate species, C5H11O2 in total, with properties calculated with the ωB97M-V functional and the def2-TZVPD basis.

The geometry in XYZ format:
```
18
Properties=species:S:1:pos:R:3:forces:R:3
C 2.805 0.027 -2.205 -0.9080 1.3384 0.6391
C 1.700 0.312 -1.095 1.5398 -0.6285 0.3553
O 0.503 0.436 -1.420 0.2043 0.1186 -0.3299
O 2.220 0.269 0.050 -0.7400 0.2873 0.1697
H 3.793 0.170 -1.772 -0.0268 -0.2469 0.1354
H 2.706 0.764 -3.008 -0.1977 -0.5212 -0.3584
H 2.632 -1.000 -2.473 0.1361 -0.3864 -0.6827
C -1.357 0.511 1.149 0.5869 1.1262 -0.8745
C -2.454 -0.008 0.211 -0.0321 -0.3855 0.3234
C -0.735 -0.603 1.940 1.0505 -0.1687 1.1687
H -0.527 0.898 0.543 -0.3045 -0.1369 -0.2912
H -1.666 1.422 1.688 -0.1895 -0.6197 0.4998
H -2.833 -0.963 0.602 -0.0299 0.0871 -0.1289
H -2.014 -0.194 -0.764 -0.0061 -0.0602 -0.1591
H -0.561 -1.466 1.283 -0.8063 -0.1958 0.4208
H 0.301 -0.444 2.242 0.2061 0.8152 -0.2574
H -3.326 0.632 0.093 0.0667 0.2981 0.0039
H -1.187 -0.763 2.935 -0.5495 -0.7213 -0.6341
```
Positions in Å, forces in eV/Å.

Computed properties:
- LUMO energy: 0.15513 hartree
- Total charge: -1
- Orbital gap: 8.11 eV
- ΔE to the lowest compared entry with this formula, charge and spin: 52.0 kJ/mol

---

[3]
Below is a cluster of 3 separate species, C24H47N3O5 in total, with properties calculated with the ωB97M-V functional and the def2-TZVPD basis.

The geometry in XYZ format:
```
79
Properties=species:S:1:pos:R:3:forces:R:3
C 3.444 -6.079 3.469 -0.4150 0.0359 -0.0692
O 2.624 -6.715 2.511 -0.2425 0.0290 0.0399
C 3.256 -7.804 1.893 0.2346 -0.0279 0.0194
C 4.028 -7.487 0.616 0.5628 0.2668 0.5834
O 5.450 -7.641 0.906 0.3340 -0.1945 -0.5745
C 6.147 -6.678 0.232 1.4388 -0.0013 -0.4103
O 7.240 -6.861 -0.265 -1.6661 0.3015 1.0456
C 5.271 -5.438 0.244 0.0452 -0.6698 -0.0988
C 3.943 -6.089 -0.061 -0.5012 -0.1398 -1.1533
N 2.766 -5.242 0.047 0.5762 0.0023 0.3280
H 4.407 -5.808 3.050 0.3188 0.0216 0.0382
H 2.926 -5.182 3.780 -0.0894 0.2669 0.0471
H 3.566 -6.711 4.344 0.2425 -0.1899 0.1634
H 2.525 -8.574 1.684 -0.4653 0.0333 -0.0570
H 3.970 -8.248 2.584 0.1697 -0.2057 0.0970
H 3.826 -8.248 -0.126 -0.2451 -0.2186 -0.1107
H 5.294 -5.047 1.255 0.0989 0.3944 0.1505
H 5.559 -4.717 -0.501 0.1684 0.3229 -0.0364
H 4.014 -6.324 -1.125 -0.0566 -0.0864 -0.1826
H 1.944 -5.824 0.070 -0.3061 -0.0307 -0.0251
H 2.798 -4.774 0.941 -0.2344 0.1258 0.1793
C -0.234 0.127 -2.892 -0.0983 0.0435 0.0766
C 0.531 -0.775 -1.896 -0.1244 0.6202 -0.9369
C 0.236 -2.250 -2.167 -0.1222 -0.3605 0.1980
C -1.167 -2.682 -1.740 0.0185 0.0935 0.0392
C -1.437 -2.300 -0.284 0.1880 -0.3306 -0.2207
C -1.181 -0.822 0.003 -0.9304 0.5546 0.0675
N 0.173 -0.437 -0.487 0.4393 -1.3175 0.3667
O 1.094 -0.799 0.338 0.0273 0.4469 0.0348
C -2.277 0.046 -0.637 0.0398 0.1246 -0.1517
C -1.253 -0.568 1.503 0.1944 -0.0540 0.2208
C 2.015 -0.507 -2.108 0.2560 -0.0498 0.2125
H -1.175 -0.306 -3.228 -0.0059 0.0086 0.0580
H -0.441 1.105 -2.459 0.0063 -0.0004 0.0224
H 0.366 0.292 -3.786 0.0992 -0.0897 0.0133
H 0.970 -2.863 -1.633 0.0218 0.0714 0.0581
H 0.380 -2.449 -3.231 0.0354 0.0670 -0.0404
H -1.923 -2.240 -2.395 0.0091 0.0311 0.0117
H -1.262 -3.763 -1.854 -0.0118 -0.0045 -0.0221
H -2.469 -2.537 -0.018 -0.0375 0.0532 0.0367
H -0.798 -2.908 0.364 0.0743 0.0904 0.0160
H -2.033 1.106 -0.543 0.0239 0.0093 -0.0078
H -3.223 -0.123 -0.123 0.0369 -0.0740 0.1095
H -2.455 -0.170 -1.687 0.0460 -0.0039 0.0287
H -0.577 -1.213 2.061 0.0578 0.0440 -0.0624
H -2.266 -0.765 1.850 -0.0775 0.0101 -0.0611
H -1.006 0.469 1.734 0.0105 0.0102 -0.0209
H 2.260 0.532 -1.882 -0.0184 0.0105 0.0085
H 2.263 -0.699 -3.151 -0.0697 0.0077 -0.0742
H 2.641 -1.150 -1.494 -0.0650 0.0434 0.0695
C -3.864 5.334 1.770 -0.0362 0.0484 -0.0997
C -2.480 4.868 1.266 -0.8449 -0.0293 0.6772
C -1.396 5.865 1.677 0.2732 0.2167 -0.1363
C -1.434 7.169 0.883 -0.0651 -0.0536 -0.0399
C -1.416 6.893 -0.620 0.2864 0.0446 0.3028
C -2.510 5.924 -1.066 -0.8183 0.4867 -0.4764
N -2.478 4.696 -0.218 1.4079 0.2259 0.1190
O -1.547 3.889 -0.594 -0.3606 -0.3079 -0.1876
C -3.887 6.607 -1.010 -0.0419 -0.0263 0.1677
C -2.284 5.526 -2.519 0.1930 -0.1835 -0.1153
C -2.201 3.518 1.914 0.1845 -0.2219 -0.0741
H -3.955 6.417 1.838 0.0056 -0.0100 -0.0643
H -4.662 4.961 1.129 0.0095 -0.0139 -0.0157
H -4.050 4.946 2.771 0.1175 -0.0469 0.0370
H -0.415 5.399 1.541 -0.0399 -0.0706 -0.0659
H -1.499 6.069 2.745 -0.0385 -0.0347 0.0364
H -2.314 7.760 1.153 -0.0192 -0.0256 -0.0079
H -0.569 7.779 1.149 -0.0082 0.0211 0.0132
H -1.526 7.827 -1.175 -0.0461 -0.0001 -0.0560
H -0.440 6.481 -0.891 -0.0456 -0.1072 -0.0127
H -4.682 5.889 -1.211 0.0028 -0.0229 -0.0014
H -3.938 7.383 -1.774 0.0874 -0.0258 -0.0739
H -4.099 7.094 -0.062 0.0221 -0.0465 -0.0056
H -1.289 5.119 -2.682 -0.0335 -0.0558 0.0692
H -2.393 6.406 -3.151 -0.0564 0.0740 0.0268
H -3.015 4.781 -2.837 -0.0106 -0.0128 0.0168
H -2.938 2.775 1.604 -0.0115 0.0035 -0.0134
H -2.257 3.626 2.996 -0.0592 0.0666 0.0461
H -1.210 3.140 1.668 -0.0456 0.0168 -0.0908
```
Positions in Å, forces in eV/Å.

Computed properties:
- 2S+1: 3
- LUMO energy (alpha / beta): 0.02324 / 0.01344 hartree
- Orbital gap (alpha / beta): 8.67 / 9.48 eV
- ⟨S²⟩: 2.008

---

no.,molecular weight (g mol⁻¹)
1,185.22
2,103.14
3,457.66